# 1
The following is a DFT calculation (wB97M-V/def2-TZVPD) of a single C2H6N4S molecule at a distorted geometry.

Geometry as XYZ:
```
13
Properties=species:S:1:pos:R:3:forces:R:3
C 1.118791 0.338696 -1.152163 0.0 -0.2 0.9
C -0.078343 -0.093515 -0.310171 -1.4 -0.3 -0.8
H 0.182885 -0.481534 -2.657466 -1.2 -0.8 -0.4
H 1.642285 0.214716 -3.074086 0.2 0.1 -0.1
H 2.258095 0.746989 0.329665 0.0 0.0 -0.6
H -1.820457 -0.836825 -0.248830 0.4 -0.4 -0.1
H 0.563305 0.862037 1.361672 0.3 0.3 0.4
H -0.764158 -1.472617 2.314334 0.1 0.1 -0.1
N 0.835455 0.230753 -2.475763 1.1 0.6 0.0
N 2.237087 0.754252 -0.699216 -0.2 0.0 0.5
N -0.999301 -0.780893 -0.862137 0.3 0.3 -0.4
N -0.212883 0.371207 0.978126 0.9 0.1 -0.1
S -1.332947 -0.283193 2.010102 -0.6 0.0 0.9
```
Forces are in eV/Å.

Summary:
F_max (eV/Å): 1.6
ΔE to the lowest compared entry with this formula, charge and spin (kJ/mol): 58.2
Total energy (Ha): -697.0039
HOMO level (eV): -9.7
Total charge: 0
Spin multiplicity: 1


# 2
The following is a DFT calculation (wB97M-V/def2-TZVPD) of a single C5H7N3 molecule at a distorted geometry.

Geometry as XYZ:
```
15
Properties=species:S:1:pos:R:3:forces:R:3
C 1.845982 0.703109 -0.413830 2.8 -0.1 -2.1
C -0.075412 -0.807845 -0.548064 0.9 -0.2 -1.2
C 0.695304 0.285767 0.258531 -0.3 -1.6 1.7
C -1.578691 -0.829152 -0.762930 1.0 2.6 0.7
C 0.026158 1.346437 1.064987 2.6 -0.2 2.3
N 2.860876 0.640009 -0.966486 -0.7 0.8 0.3
N 0.546083 -1.752525 0.384370 0.6 -0.7 1.3
N 1.248676 -0.969174 1.091156 -2.5 0.3 -2.4
H 0.397120 -0.952249 -1.530060 0.2 0.1 0.3
H -1.952803 -1.388164 0.023270 -1.4 -0.5 1.9
H -2.013941 -1.259508 -1.615971 0.3 -0.7 -1.6
H -1.895299 0.248250 -0.783105 -0.2 -1.0 0.4
H -0.799845 1.638382 0.491977 -1.5 1.0 -0.1
H 0.838844 2.124785 1.174773 -1.5 -0.2 0.0
H -0.143058 0.971874 2.131385 -0.5 0.5 -1.6
```
Forces are in eV/Å.

Summary:
F_max (eV/Å): 3.5
ΔE to the lowest compared entry with this formula, charge and spin (kJ/mol): 405.0
Total energy (Ha): -358.8641
HOMO level (eV): -9.8
Total charge: 0
Spin multiplicity: 1


# 3
The following is a DFT calculation (wB97M-V/def2-TZVPD) of a single C3H6N2S molecule at a distorted geometry.

Geometry as XYZ:
```
12
Properties=species:S:1:pos:R:3:forces:R:3
C -1.202015 0.983799 -0.995108 -0.7 -0.6 -0.7
C -0.311910 -0.003129 1.073464 -0.1 0.3 -1.3
C 0.086545 0.509311 -0.467576 -1.5 -1.2 2.0
N -2.260917 1.204191 -1.392282 0.4 0.1 0.2
N 0.686580 -0.610791 -1.147185 2.4 -0.2 -3.0
S 1.253596 -0.218562 1.977563 0.1 0.9 0.1
H -0.891001 0.874754 1.550019 0.5 -1.9 -0.6
H -0.842194 -1.033245 0.953089 0.6 2.2 0.4
H 0.656759 1.409235 -0.376636 1.1 0.1 0.1
H 1.545321 -0.438597 -1.856406 -2.8 0.0 2.4
H 0.024190 -1.195158 -1.683584 0.3 0.7 0.6
H 1.255045 -1.481808 2.364643 -0.4 -0.5 -0.1
```
Forces are in eV/Å.

Summary:
F_max (eV/Å): 3.8
ΔE to the lowest compared entry with this formula, charge and spin (kJ/mol): 171.1
Total energy (Ha): -625.5568
HOMO level (eV): -9.3
Total charge: 0
Spin multiplicity: 1


# 4
The following is a DFT calculation (wB97M-V/def2-TZVPD) of a molecular structure, C39H70BBrCaCl3CsF5N4O11S2 at a distorted geometry.

Geometry as XYZ:
```
138
Properties=species:S:1:pos:R:3:forces:R:3
C 0.117889 -2.467598 2.284101 -0.5 -0.3 -0.5
C -0.472715 -1.566202 1.751821 -1.5 0.1 0.3
C -1.416720 -0.493172 1.250020 2.7 -0.3 0.2
C -1.921912 0.505780 2.319348 -0.5 1.8 0.7
C -1.653371 2.010907 1.997877 0.1 0.3 -0.8
C -0.964812 2.555202 0.940320 -0.3 -0.5 -0.2
C -1.089775 0.339224 3.668980 -0.7 1.6 0.0
C 0.371577 0.878342 3.600248 0.3 -0.5 1.0
C 0.626786 2.190402 4.380082 -0.6 0.4 -1.0
F 1.170555 -0.094009 4.264474 -0.1 0.1 -0.4
O -3.280741 0.414448 2.763627 0.5 -1.7 -0.9
C -4.290811 -0.131356 1.896223 -1.0 0.7 1.6
C -5.273954 -0.661626 3.043160 -0.2 1.0 -0.3
C -5.093157 1.075453 1.293631 -0.6 1.0 -1.0
C -4.567652 1.857001 0.051315 -0.2 0.6 -0.2
C -6.652885 0.889564 1.044592 -0.3 0.9 0.2
C -7.506276 1.910790 1.892545 -0.4 -1.2 0.2
C -3.803445 -1.297315 0.934535 -1.2 -0.3 0.5
C -4.978044 -1.490955 -0.062406 -0.5 -0.3 -0.5
C -5.083580 -2.736327 -0.990011 -0.6 -0.7 -0.8
C -5.489001 -2.280419 -2.440667 0.7 0.1 0.9
C -4.410792 -1.369802 -3.131073 -1.5 -0.3 0.0
N -5.134060 -0.486232 -4.134381 -0.8 -0.2 1.0
B -3.793602 -2.633280 1.895021 0.7 -1.1 1.8
N -2.957188 -2.771268 3.062611 -1.6 0.9 -0.4
O -4.699281 -3.716886 1.739127 0.2 1.1 -0.6
N -2.458599 -1.047615 0.308385 0.1 0.0 0.0
F -2.595775 -0.009114 -0.636489 -0.4 0.2 0.1
C -1.946116 -2.155255 -0.565371 1.3 0.0 -2.3
C -0.620051 -1.822245 -1.367277 -2.1 -0.8 -0.5
C -0.882965 -1.260884 -2.814797 1.2 1.7 0.9
C 0.229337 -0.182996 -3.019339 0.2 -1.0 0.1
O 0.029436 0.880912 -2.048971 0.6 0.2 -0.9
C 1.180058 1.634364 -1.946285 0.6 0.6 0.5
O 1.724199 1.818335 -0.903516 -0.4 -0.1 0.3
H 0.458901 -3.417134 2.677519 0.3 0.8 -0.2
H -0.736574 0.090646 0.586757 -0.7 -0.1 0.1
H -2.050379 2.699098 2.771845 1.5 -0.8 0.6
H 0.001524 3.080627 1.047967 -1.4 1.3 0.3
H -1.343275 2.482562 -0.101503 1.2 -1.6 0.4
H -1.631930 1.017827 4.365480 0.2 -0.5 -0.4
H -1.192543 -0.667254 4.100744 0.4 0.2 -0.5
H 0.739484 0.915446 2.560614 -0.1 0.1 0.4
H 1.627349 2.589736 4.126880 -0.4 -0.4 0.5
H 0.474831 2.072345 5.465759 0.3 -0.1 -0.5
H -0.083975 2.978734 4.051088 0.3 -0.5 0.2
H -6.114570 -1.268399 2.667996 0.5 -0.1 0.4
H -4.736293 -1.058067 3.915196 -0.2 -0.3 -0.7
H -5.748473 0.253744 3.461951 0.2 -0.5 -0.4
H -5.072788 1.846418 2.097438 0.3 -0.8 -0.3
H -5.329028 2.643427 -0.147467 0.5 -0.4 0.2
H -3.621364 2.404091 0.190418 -0.3 -0.5 0.1
H -4.493931 1.284123 -0.894058 -0.1 0.1 0.5
H -6.896448 1.140535 -0.011680 0.3 -0.5 0.4
H -7.070029 -0.105024 1.251520 0.4 0.2 -0.1
H -7.041312 2.142806 2.875927 -0.3 0.1 -0.9
H -7.795130 2.805819 1.319831 0.5 -0.2 0.5
H -8.455823 1.378045 2.128180 0.4 0.5 -0.1
H -5.869639 -1.557871 0.591451 0.7 0.2 -0.3
H -5.190759 -0.604229 -0.693721 0.5 -0.3 0.7
H -5.924861 -3.389142 -0.675701 0.6 0.4 0.1
H -4.215391 -3.419767 -0.997621 -0.4 0.5 0.0
H -6.406090 -1.665548 -2.296418 0.6 -0.2 -0.2
H -5.823552 -3.145528 -3.057379 0.5 0.4 0.2
H -3.938371 -0.686212 -2.409550 -0.1 -0.4 -0.4
H -3.611464 -1.947277 -3.716448 -1.1 0.9 3.2
H -5.839223 0.017936 -3.592935 0.4 0.2 -0.1
H -5.711100 -1.112859 -4.730447 -0.5 1.0 1.3
H -2.824742 -1.900800 3.573125 0.8 -0.1 -0.3
H -3.371994 -3.416512 3.731285 0.3 -0.3 -0.3
H -5.533276 -3.487831 2.167771 0.0 -0.3 -0.1
H -1.777405 -3.119364 -0.068686 -0.6 0.7 0.5
H -2.650233 -2.204592 -1.416185 -0.2 -0.4 1.1
H -0.163108 -2.808491 -1.546278 -0.1 0.5 0.5
H 0.125978 -1.257189 -0.807533 -0.3 -0.2 -0.2
H -1.853056 -0.735863 -2.918492 0.4 -0.5 -0.1
H -0.697143 -2.032593 -3.586215 -0.4 0.2 0.3
H 0.291851 0.194680 -4.057900 -0.1 0.0 0.5
H 1.176584 -0.691194 -2.722163 -0.4 0.2 -0.5
H 1.635057 2.152272 -2.834600 -1.0 -0.9 0.0
Cl 4.031453 -0.457528 -3.978419 -0.1 0.1 -0.1
C 3.726805 -0.477656 -5.671341 0.3 -0.1 0.3
C 2.929200 0.484210 -6.288865 -0.1 -0.1 -0.2
Cl 2.208486 1.767934 -5.392149 0.1 0.0 -0.1
C 2.698508 0.425087 -7.657443 0.1 -0.1 -0.1
C 3.262495 -0.590238 -8.415609 -0.2 -0.1 0.1
C 4.063165 -1.551263 -7.799932 -1.3 -0.4 0.7
C 4.295136 -1.492921 -6.431651 0.1 -0.1 -0.3
H 2.077987 1.171057 -8.136568 0.0 0.1 0.1
H 3.079758 -0.635439 -9.482960 0.0 0.0 0.0
H 4.511561 -2.351757 -8.394196 -0.3 -0.3 0.2
H 4.917181 -2.244099 -5.961314 0.0 0.1 0.1
F -6.383150 3.439751 4.277657 0.0 -0.5 -0.1
Cs -3.888666 -1.895470 -5.771535 2.1 -1.6 -5.1
O -6.638114 6.230312 4.352456 -0.3 0.1 0.1
H -6.221783 5.373051 4.271044 0.2 0.2 -0.3
C 5.008831 0.242573 5.707074 0.1 0.0 0.0
C 4.167796 1.501694 5.572780 0.0 0.0 0.0
O 4.228728 2.346860 6.700678 -0.2 0.1 0.1
C 5.502472 2.850785 7.047934 0.1 0.0 0.0
C 6.149679 3.683012 5.953190 0.0 0.0 -0.2
H 4.703575 -0.325870 6.588269 0.0 0.0 0.0
H 4.891369 -0.387766 4.823200 0.0 0.0 0.0
H 6.071044 0.470098 5.816069 0.0 0.0 -0.1
H 3.122392 1.215153 5.460880 0.0 0.1 0.1
H 4.435598 2.057386 4.665514 0.1 -0.1 -0.1
H 6.162741 2.032107 7.359992 0.1 0.0 -0.1
H 5.350859 3.477229 7.928228 -0.2 -0.1 0.0
H 6.330348 3.100463 5.047345 0.1 0.0 0.0
H 7.109001 4.077116 6.294757 0.0 0.0 0.0
H 5.504209 4.520453 5.681638 0.0 0.0 0.1
C 8.163122 -5.722012 -7.173983 0.1 0.1 0.0
C 6.966547 -5.165783 -7.925130 0.0 -0.2 0.0
O 6.994091 -3.754370 -8.076824 -0.3 0.4 0.1
C 8.099538 -3.215008 -8.785582 0.3 -0.4 -0.1
C 8.221002 -3.718101 -10.210558 -0.1 -0.1 0.0
H 8.238161 -5.266089 -6.184871 0.0 0.0 0.0
H 8.066613 -6.802307 -7.056401 0.0 0.0 0.0
H 9.100378 -5.526053 -7.696391 0.0 -0.1 0.0
H 6.058708 -5.394044 -7.364414 0.0 0.2 0.0
H 6.856918 -5.649460 -8.900948 0.1 0.0 0.0
H 9.026574 -3.383969 -8.229718 0.0 0.0 0.0
H 7.939305 -2.128328 -8.797637 0.3 -0.2 0.1
H 8.384590 -4.795624 -10.250649 0.1 0.0 0.0
H 9.059803 -3.232353 -10.711817 0.0 0.0 0.0
H 7.307111 -3.503152 -10.770615 0.0 0.1 0.0
Ca 5.930859 -0.717222 -8.974709 1.2 1.1 -0.8
Br -5.866974 3.339244 5.982056 0.0 0.1 0.3
Cl 1.975511 -2.584597 -0.858927 1.4 -0.4 -0.1
N 2.450859 5.772493 8.664599 -0.4 -0.3 0.1
S 1.365311 6.694297 7.975838 -0.9 2.1 -1.3
O 0.336855 7.212417 8.828379 0.3 -0.6 0.1
O 0.989913 6.358995 6.633853 0.3 -0.5 0.4
F 2.275421 7.990574 7.744253 0.4 -0.4 0.3
S 1.874657 4.373766 9.089678 -0.3 -2.1 0.9
O 2.744410 3.654578 9.976879 0.5 0.8 -0.4
O 1.236450 3.582597 8.077735 0.1 0.7 -0.2
F 0.666758 4.744844 10.063959 0.0 0.2 -0.1
```
Forces are in eV/Å.

Summary:
F_max (eV/Å): 5.7
Total energy (Ha): -8546.8827
HOMO level (eV): -2.5
Total charge: -1
Spin multiplicity: 1


# 5
The following is a DFT calculation (wB97M-V/def2-TZVPD) of a molecular structure, C18H12ClN5Tc at a distorted geometry.

Geometry as XYZ:
```
37
Properties=species:S:1:pos:R:3:forces:R:3
Tc -0.176371 -0.088193 -0.643876 -0.9 -0.9 -0.9
C -2.057724 3.524264 -1.755552 -0.5 0.3 0.3
C -2.899308 3.867737 -0.691551 0.2 0.0 -0.3
C -2.925320 3.072145 0.433986 0.0 0.0 0.1
C -2.108486 1.941491 0.519064 0.4 0.0 -0.7
N -1.311991 1.592489 -0.543448 0.4 1.2 0.0
C -1.298785 2.394336 -1.642724 0.1 -0.6 0.2
N -2.150078 1.235613 1.677132 -0.9 0.5 0.6
C -1.441501 0.233555 2.014506 1.5 -1.1 -0.8
N -0.450199 -0.388769 1.217245 -0.3 -0.4 2.0
C 0.149535 -1.422393 1.975624 -1.4 1.8 -0.6
N 1.124313 -2.150087 1.600937 0.9 -1.1 0.4
C 1.815433 -2.100546 0.435148 -0.1 0.4 -0.5
C 2.932268 -2.934730 0.323691 0.0 -0.1 0.1
C 3.710306 -2.905599 -0.812245 0.1 0.2 -0.3
C 3.363923 -2.045884 -1.861230 0.3 -0.5 0.3
C 2.254389 -1.261267 -1.716862 -0.6 0.1 0.2
N 1.472311 -1.275314 -0.605922 1.2 0.4 0.0
C -0.515432 -1.471895 3.269092 0.8 -0.7 -0.2
C -0.325331 -2.307969 4.351200 0.0 -0.2 0.5
C -1.137402 -2.105417 5.463921 1.0 -0.8 -0.4
C -2.099298 -1.099377 5.486407 -0.7 0.9 -0.3
C -2.288399 -0.253376 4.397943 -0.1 0.1 0.1
C -1.484763 -0.456503 3.292429 -0.8 0.8 0.2
H -2.009416 4.119521 -2.655382 0.0 0.0 0.0
H -3.522136 4.750266 -0.754335 0.0 0.0 0.0
H -3.557835 3.294272 1.280525 0.0 0.0 0.0
H -0.664004 2.078511 -2.464939 0.0 0.0 0.1
H 3.154559 -3.584671 1.156759 0.0 0.0 0.0
H 4.585757 -3.536189 -0.894889 0.0 0.0 0.0
H 3.937416 -2.002833 -2.775366 0.0 0.0 0.0
H 1.940569 -0.604425 -2.522023 0.0 0.0 0.1
H 0.421111 -3.090012 4.330786 0.0 0.0 0.0
H -1.016162 -2.744529 6.327753 0.0 0.0 0.0
H -2.715125 -0.971375 6.366127 0.0 0.0 0.0
H -3.031758 0.531996 4.407584 0.0 0.0 0.0
Cl -1.342667 -1.265144 -2.020714 -0.2 -0.2 -0.4
```
Forces are in eV/Å.

Summary:
F_max (eV/Å): 2.4
Total energy (Ha): -1507.3003
HOMO level (spin up / spin down) (eV): -14.8 / -14.5
Total charge: +2
Expectation value of S²: 0.871
Spin multiplicity: 2


# 6
The following is a DFT calculation (wB97M-V/def2-TZVPD) of a molecular structure, C16H29OTi at a distorted geometry.

Geometry as XYZ:
```
47
Properties=species:S:1:pos:R:3:forces:R:3
C -1.960465 -0.636098 0.759650 -1.0 -0.7 0.6
H -1.805928 -1.415874 1.526458 0.0 0.4 0.0
H -2.511958 0.213790 1.192262 0.5 0.0 0.0
H -0.083156 0.180599 1.900813 0.3 0.5 0.2
C -2.627279 -1.210557 -0.478134 0.7 -0.6 -0.6
H -2.225244 -0.784149 -1.415078 -0.1 0.1 0.0
H -2.394054 -2.285459 -0.546636 0.0 0.3 0.0
C -4.151889 -1.033188 -0.467072 -0.1 0.3 0.1
H -4.610085 -1.491798 -1.348372 0.2 0.1 0.1
H -4.577572 -1.499693 0.419803 0.0 0.0 0.0
H -4.425873 0.023132 -0.447122 0.0 0.0 0.0
C 1.586782 0.927555 -1.027591 -0.9 0.4 -0.8
C 0.356802 0.916905 -1.773461 0.6 0.4 0.7
C -0.607176 1.713766 -1.061150 0.7 0.3 -0.6
C 0.013947 2.186241 0.150966 1.3 -0.3 0.4
C 1.369747 1.690578 0.179498 -1.1 1.3 -0.2
C 2.421506 2.010275 1.179883 0.0 -0.3 0.4
C -0.593430 3.134457 1.128888 -0.2 0.0 0.4
C -1.947828 2.110463 -1.581997 -0.3 -0.4 0.1
C 0.196883 0.337943 -3.133111 -0.2 -0.4 -0.3
C 2.868410 0.334616 -1.475647 0.2 -0.4 0.1
Ti 0.028448 -0.141664 0.290992 -0.8 -1.2 -0.4
H -0.162261 2.994589 2.128482 -0.1 0.1 -0.3
H -0.422654 4.180912 0.823769 0.0 -0.4 0.0
H -1.678489 2.988227 1.212516 0.3 0.1 0.0
H 1.992797 2.166946 2.174982 0.1 0.1 -0.2
H 3.140852 1.189123 1.257084 0.0 0.2 0.0
H 2.982882 2.911196 0.895218 -0.2 -0.1 0.0
H 2.691320 -0.487908 -2.169763 0.1 0.1 0.0
H 3.504775 1.069389 -1.989108 -0.2 0.0 0.1
H 3.440211 -0.064500 -0.633087 0.0 0.1 -0.1
H -0.847939 0.102773 -3.353673 0.2 0.0 0.0
H 0.552913 1.032378 -3.908149 -0.1 -0.1 0.3
H 0.775704 -0.585144 -3.227708 -0.1 0.1 -0.1
H -2.723151 2.077808 -0.800981 0.3 0.1 -0.2
H -1.925649 3.136006 -1.983945 0.1 -0.2 0.2
H -2.264476 1.448369 -2.395767 0.1 0.2 0.1
C 2.005153 -2.088660 2.696888 0.3 -0.1 0.4
C 1.505329 -2.536015 1.375283 -0.2 0.0 -0.8
C 1.389983 -4.001793 1.125637 0.5 -0.1 0.2
O 1.206627 -1.727780 0.437975 -0.2 -0.3 1.2
H 2.374477 -2.978413 3.217356 -0.1 0.5 0.1
H 1.225530 -1.605949 3.311979 0.1 -0.2 -0.4
H 2.827649 -1.361052 2.612993 -0.3 -0.1 -0.2
H 0.339766 -4.324031 1.153406 0.1 0.2 -0.2
H 1.830967 -4.264156 0.155205 -0.3 0.1 0.1
H 1.917098 -4.554155 1.909564 -0.2 0.1 -0.2
```
Forces are in eV/Å.

Summary:
F_max (eV/Å): 1.7
ΔE to the lowest compared entry with this formula, charge and spin (kJ/mol): 211.8
Total energy (Ha): -1551.1146
HOMO level (spin up / spin down) (eV): -16.3 / -16.2
Total charge: +2
Expectation value of S²: 0.792
Spin multiplicity: 2


Question: Which of these has the lowest F_max?
Answer: C2H6N4S